1) Molecular formula: C5H7N
Method: DFT, the ωB97M-V functional and the def2-TZVPD basis

Each line ends with the natural charge from an NBO analysis.
Atoms and positions in Å:
C1 -1.93595 0.19455 0.01201  -0.409
C2 -1.21707 1.25493 0.37358  -0.191
C3 -1.31450 -1.07811 -0.15292  0.019
C4 0.69125 0.02509 0.14915  0.268
C5 2.10564 0.41016 0.00435  -0.739
N1 0.08145 -1.08930 -0.13041  -0.573
H1 -3.03808 0.22155 -0.08687  0.202
H2 -1.36436 2.27635 0.77640  0.187
H3 -1.90266 -1.93965 -0.44729  0.203
H4 1.97024 1.56633 0.06615  0.249
H5 2.75991 0.19765 0.77550  0.238
H6 2.48826 -0.01300 -0.96084  0.207
H7 0.67588 -2.02655 -0.37880  0.338

The spin multiplicity is 3. The HOMO-LUMO gap (alpha / beta) comes out at 6.16 / 7.93 eV.

=====

2) Molecular formula: C5H7N
Method: DFT, the ωB97M-V functional and the def2-TZVPD basis

Each line ends with the natural charge from an NBO analysis.
Atoms and positions in Å:
C1 0.37649 -0.66109 1.35091  -0.043
C2 1.59521 -0.48548 0.49731  -0.435
C3 0.53169 0.58128 0.38770  -0.200
C4 -0.59094 -0.04077 -0.25991  0.096
C5 -1.48966 0.38871 -1.44870  -0.644
N1 -0.73544 -1.14070 0.45565  -0.311
H1 0.36487 -0.53740 2.37952  0.210
H2 2.28716 0.02745 1.16924  0.223
H3 1.77396 -1.23817 -0.22260  0.240
H4 0.79445 1.57376 0.68485  0.221
H5 -1.13366 -0.13109 -2.31124  0.213
H6 -1.28289 1.47839 -1.50832  0.212
H7 -2.49124 0.18512 -1.17441  0.218

The spin multiplicity is 3. The HOMO-LUMO gap (alpha / beta) comes out at 6.36 / 8.38 eV.

=====

Name the most stable of them. 2).

=====

1) Molecular formula: CH6NPS
Method: DFT, the ωB97M-V functional and the def2-TZVPD basis

Each line ends with the natural charge from an NBO analysis.
Atoms and positions in Å:
C1 -2.09331 0.14114 0.41277  -0.740
N1 2.23711 0.25603 -0.66355  -1.179
P1 1.07617 -0.10230 0.52468  0.650
S1 -0.76326 -0.58034 -0.61027  -0.156
H1 -2.52406 -0.74483 0.87706  0.225
H2 -2.89431 0.64892 -0.16797  0.225
H3 -1.52301 0.95544 0.98682  0.236
H4 2.26839 -0.12342 -1.56527  0.394
H5 2.81495 1.11936 -0.49156  0.404
H6 1.40134 -1.56999 0.69727  -0.059

The SMILES is CSPN. The HOMO-LUMO gap comes out at 9.56 eV.

=====

2) Molecular formula: CH6NPS
Method: DFT, the ωB97M-V functional and the def2-TZVPD basis

Each line ends with the natural charge from an NBO analysis.
Atoms and positions in Å:
C1 -0.01343 0.97200 -0.17902  -0.788
N1 -1.22499 -1.34395 -0.50074  -0.985
P1 1.43185 -0.09222 0.69685  0.212
S1 -1.55524 0.15715 0.24020  0.384
H1 0.12819 0.92853 -1.25913  0.226
H2 2.85207 0.15421 0.23259  -0.009
H3 -1.81551 -1.50011 -1.31262  0.375
H4 -1.34061 -2.09718 0.16791  0.382
H5 1.56963 0.82210 1.74120  -0.033
H6 -0.03195 1.99947 0.17276  0.236

The SMILES is NSCP. The HOMO-LUMO gap comes out at 9.55 eV.

=====

3) Molecular formula: CH6NPS
Method: DFT, the ωB97M-V functional and the def2-TZVPD basis

Each line ends with the natural charge from an NBO analysis.
Atoms and positions in Å:
C1 0.77941 1.14191 -0.30364  -1.023
N1 -0.48407 -1.21844 -0.74768  -1.096
P1 -0.30628 -0.54000 2.18582  -0.176
S1 -0.38216 0.12528 0.11938  1.011
H1 1.81359 1.09277 0.10484  0.244
H2 0.90672 1.29698 -1.34121  0.224
H3 -1.29348 -1.15787 -1.34296  0.411
H4 0.00511 -2.01311 -0.38573  0.426
H5 0.62549 0.44009 2.58286  -0.019
H6 -1.66431 0.83239 -0.87168  -0.001

The HOMO-LUMO gap comes out at 6.62 eV.

=====

Name the most stable of them. 1).

=====

1) Molecular formula: C6H6ClN
Method: DFT, the ωB97M-V functional and the def2-TZVPD basis

Each line ends with the natural charge from an NBO analysis.
Atoms and positions in Å:
C1 -0.06087 -0.08322 0.11315  -0.063
C2 -1.01786 -0.75824 -0.90184  -0.412
C3 -0.13633 1.34809 -0.23583  -0.040
C4 -0.18130 2.61670 -0.13132  -0.224
C5 1.31625 -0.55338 -0.22468  -0.017
C6 2.48025 -0.94810 -0.22605  -0.197
H1 -1.14407 0.15214 1.76848  0.372
H2 0.00993 -1.08498 2.00981  0.389
H3 -1.87975 -0.05332 -0.98650  0.222
H4 -0.77783 -0.72056 -1.97873  0.246
H5 -0.27943 3.82217 0.14683  0.291
H6 3.46597 -1.30400 -0.49589  0.244
N1 -0.27560 -0.10849 1.48531  -0.787
Cl1 -1.51936 -2.32482 -0.34272  -0.024

The SMILES is C#CC(N)(C#C)CCl. The HOMO-LUMO gap comes out at 10.66 eV.

=====

2) Molecular formula: C6H6ClN
Method: DFT, the ωB97M-V functional and the def2-TZVPD basis

Each line ends with the natural charge from an NBO analysis.
Atoms and positions in Å:
C1 -2.12903 -0.20238 0.00071  -0.628
C2 -0.62513 -0.13624 0.00703  -0.068
C3 0.06335 1.07312 -0.01077  -0.156
C4 1.45549 1.08547 0.00080  -0.265
C5 2.10257 -0.15131 -0.00068  0.185
C6 0.14941 -1.29708 0.00017  0.043
H1 -2.47518 -1.23372 -0.00567  0.222
H2 -2.52109 0.31963 0.90871  0.223
H3 -2.55504 0.30337 -0.86663  0.224
H4 -0.50382 2.01754 -0.02330  0.219
H5 2.02952 1.98582 0.01418  0.233
H6 -0.32578 -2.26583 -0.02527  0.193
N1 1.48499 -1.32109 -0.00013  -0.419
Cl1 3.84975 -0.17729 0.00084  -0.005

The SMILES is Cc1ccc(Cl)nc1. The HOMO-LUMO gap comes out at 10.11 eV.

=====

Name the most stable of them. 2).

=====

1) Molecular formula: C5H14N4
Method: DFT, the ωB97M-V functional and the def2-TZVPD basis

Each line ends with the natural charge from an NBO analysis.
Atoms and positions in Å:
C1 0.19557 1.43278 1.20985  -0.416
C2 1.16859 -0.76197 1.09491  -0.422
C3 1.27805 -0.71625 -1.79912  -0.667
N1 0.18878 0.15123 0.47110  -0.356
C4 0.30785 0.28009 -1.19679  0.360
N2 0.20925 1.43876 -1.74717  -0.789
H1 -0.33335 2.12168 -1.23132  0.337
H2 -0.51494 2.12418 0.77520  0.233
H3 1.19788 1.85925 1.18981  0.211
H4 -0.11274 1.24289 2.23730  0.219
H5 0.92591 -0.89107 2.14904  0.222
H6 2.16648 -0.33558 1.00271  0.217
H7 1.15466 -1.73119 0.60867  0.219
H8 1.20345 -0.60785 -2.87911  0.254
H9 2.30331 -0.48130 -1.50474  0.220
H10 1.05317 -1.74895 -1.53764  0.212
N3 -2.26191 0.51301 0.20974  -0.870
C5 -1.29230 -0.52629 0.26739  0.483
N4 -1.61623 -1.62138 0.86939  -0.820
H11 -3.14040 0.13457 0.53911  0.401
H12 -2.37412 0.89639 -0.72124  0.378
H13 -0.84411 -2.24158 1.07570  0.337
H14 -0.86285 -0.53140 -1.08282  0.036

The HOMO-LUMO gap comes out at 8.18 eV.

=====

2) Molecular formula: C5H14N4
Method: DFT, the ωB97M-V functional and the def2-TZVPD basis

Each line ends with the natural charge from an NBO analysis.
Atoms and positions in Å:
C1 2.44489 0.83533 0.79693  -0.461
C2 -0.60003 0.13791 1.79471  -0.455
N1 -0.23975 0.68028 0.48603  -0.377
N2 1.44950 1.67920 0.17383  -0.362
H1 -0.72675 1.55858 0.33014  0.389
H2 1.61591 1.66552 -0.83625  0.395
H3 3.39748 1.38690 0.76053  0.228
H4 2.61537 -0.11618 0.28287  0.198
H5 2.21231 0.64631 1.84698  0.194
H6 -1.64801 -0.18430 1.81435  0.237
H7 0.02649 -0.72431 2.02593  0.216
H8 -0.44544 0.89398 2.56619  0.213
C3 0.16972 -1.64695 -0.69590  -0.649
C4 -0.44795 -0.27641 -0.91382  0.221
C5 -1.96486 -0.32266 -1.10032  0.116
N3 0.14975 0.40366 -1.96096  -0.917
N4 -2.65773 -1.37342 -0.93194  -0.642
H9 -0.35597 1.27788 -2.13138  0.300
H10 -3.65649 -1.17938 -1.01958  0.340
H11 -2.39967 0.65535 -1.35096  0.145
H12 1.13865 -1.55010 -0.20722  0.200
H13 -0.41109 -2.32232 -0.06980  0.222
H14 0.33368 -2.12484 -1.66035  0.252

The HOMO-LUMO gap (alpha / beta) comes out at 6.70 / 6.71 eV.

=====

Name the most stable of them. 1).

=====

1) Molecular formula: C4H12N2O
Method: DFT, the ωB97M-V functional and the def2-TZVPD basis

Each line ends with the natural charge from an NBO analysis.
Atoms and positions in Å:
C1 -0.00544 0.22084 -2.13312  -0.700
C2 0.52707 1.22783 -1.11149  -0.500
C3 0.18984 0.82535 0.36392  0.037
C4 1.07256 0.40494 1.35536  -0.413
N1 0.58585 -0.57799 2.28246  -0.931
N2 -1.14032 1.26428 0.84617  -0.894
H1 0.01023 0.53937 -3.19383  0.179
H2 -1.03160 -0.13459 -1.98086  0.202
H3 0.62310 -0.75201 -2.12790  0.190
H4 0.29129 2.27707 -1.31646  0.187
H5 1.65827 1.19735 -1.13523  0.199
H6 2.16952 0.58896 1.29499  0.146
H7 1.22584 -1.43009 2.55411  0.305
H8 0.50308 -0.06559 3.15599  0.340
H9 -1.90709 1.39341 0.17511  0.342
H10 -1.53473 0.74873 1.63711  0.377
H11 -1.27677 -3.20963 -0.54094  0.424
H12 -0.67352 -1.95435 -0.21988  0.471
O1 -1.28719 -2.56387 0.09448  -0.961

The spin multiplicity is 2. As for the charge: -1. The HOMO-LUMO gap (alpha / beta) comes out at 3.10 / 6.92 eV.

=====

2) Molecular formula: C4H12N2O
Method: DFT, the ωB97M-V functional and the def2-TZVPD basis

Each line ends with the natural charge from an NBO analysis.
Atoms and positions in Å:
C1 -0.07873 -0.71100 -2.26643  -0.665
C2 1.10234 -0.09723 -1.48580  -0.462
C3 0.61203 0.37003 -0.12602  -0.008
C4 0.81326 -0.49074 0.87584  -0.423
N1 0.29940 -0.42408 2.22157  -1.007
N2 0.15193 1.66335 -0.06537  -0.877
H1 0.02639 -0.86024 -3.31259  0.188
H2 -1.05858 -0.36201 -2.00873  0.210
H3 -0.31833 -1.78871 -1.92603  0.192
H4 1.54285 0.68066 -2.14312  0.194
H5 1.84427 -0.90572 -1.35868  0.210
H6 1.08404 -1.49702 0.59311  0.179
H7 0.76136 -0.92558 2.89470  0.347
H8 0.27808 0.61052 2.45053  0.303
H9 -0.21244 2.11385 -0.95897  0.363
H10 -0.24288 2.00865 0.76532  0.363
H11 -1.44953 0.38919 1.95679  0.466
H12 -2.83255 -0.29553 1.88331  0.450
O1 -2.32291 0.52160 2.01058  -1.023

The spin multiplicity is 2. As for the charge: -1. The HOMO-LUMO gap (alpha / beta) comes out at 2.84 / 7.37 eV.

=====

3) Molecular formula: C4H12N2O
Method: DFT, the ωB97M-V functional and the def2-TZVPD basis

Each line ends with the natural charge from an NBO analysis.
Atoms and positions in Å:
C1 -0.92626 0.18474 0.10502  -0.270
C2 0.19520 -0.76474 0.63586  -0.614
C3 1.52924 -0.13295 0.61278  -0.007
C4 2.61964 -0.82602 0.21928  -0.670
N1 1.65902 1.13337 1.24311  -0.942
N2 -0.83950 0.27492 -1.35802  -0.883
H1 -0.72948 1.11492 0.63119  0.209
H2 -1.87029 -0.27971 0.39937  0.165
H3 -0.03563 -1.05757 1.68373  0.167
H4 0.18834 -1.65494 0.00572  0.191
H5 3.62474 -0.47906 0.41312  0.175
H6 2.54992 -1.79433 -0.26198  0.179
H7 1.56707 1.03114 2.27323  0.256
H8 2.60831 1.47704 1.09143  0.347
H9 -0.19746 -0.46117 -1.65475  0.360
H10 -0.52576 1.15376 -1.72906  0.361
H11 -4.52131 0.43331 -1.08947  0.451
H12 -3.00896 0.51000 -1.48695  0.499
O1 -3.88682 0.13730 -1.73360  -0.975

The spin multiplicity is 2. As for the charge: -1. The HOMO-LUMO gap (alpha / beta) comes out at 2.63 / 8.20 eV.

=====

Name the most stable of them. 3).

=====

1) Molecular formula: C9H12O4
Method: DFT, the ωB97M-V functional and the def2-TZVPD basis

Each line ends with the natural charge from an NBO analysis.
Atoms and positions in Å:
C1 -1.18546 2.57789 -0.02222  -0.615
C2 -1.81404 1.47552 0.84088  -0.391
C3 -0.85302 0.35197 1.18920  -0.385
C4 -0.46363 -0.44013 -0.06923  -0.261
C5 -1.31757 -1.71328 -0.22387  -0.593
C6 0.98239 -0.79995 -0.10931  -0.128
C7 1.81512 -0.59202 -1.13046  0.239
O1 1.55877 -0.03721 -2.32836  -0.649
C8 3.16927 -1.14542 -0.75853  0.723
O2 4.06103 -1.49688 -1.48729  -0.505
O3 3.14696 -1.28125 0.60995  -0.506
C9 1.78347 -1.47825 0.94090  0.767
O4 1.45103 -2.15351 1.87854  -0.501
H1 -1.69068 3.51753 0.16298  0.215
H2 -1.25919 2.35382 -1.07901  0.203
H3 -0.13804 2.72084 0.22380  0.199
H4 -2.19194 1.93663 1.74767  0.206
H5 -2.68589 1.08188 0.32398  0.197
H6 -1.39230 -0.32754 1.84258  0.214
H7 0.00277 0.74556 1.72614  0.205
H8 -0.63534 0.16539 -0.95085  0.224
H9 -2.31965 -1.52114 0.14440  0.210
H10 -1.38716 -1.98402 -1.27108  0.213
H11 -0.89566 -2.54272 0.32976  0.220
H12 2.25875 0.58631 -2.53057  0.499

The SMILES is CCC[C@H](C)C1=C(O)C(=O)OC1=O. The HOMO-LUMO gap comes out at 9.85 eV.

=====

2) Molecular formula: C9H12O4
Method: DFT, the ωB97M-V functional and the def2-TZVPD basis

Each line ends with the natural charge from an NBO analysis.
Atoms and positions in Å:
C1 1.25631 1.44571 3.11705  -0.254
C2 0.08822 1.16295 1.08682  0.325
C3 -0.80070 1.64618 0.14240  -0.309
C4 -1.11124 0.86401 -0.96854  0.276
C5 -2.46878 0.85190 -2.98566  -0.249
C6 -0.50862 -0.34416 -1.16800  0.187
C7 0.37877 -0.82939 -0.21311  0.267
C8 1.74617 -2.65231 0.41056  -0.253
C9 0.64208 -0.12116 0.94908  -0.418
H1 2.23814 1.20073 2.70119  0.173
H2 1.37944 2.19227 3.90145  0.201
H3 0.84242 0.54386 3.61814  0.172
H4 -1.23890 2.64138 0.26795  0.237
H5 -3.23366 1.54016 -3.40705  0.187
H6 -1.65662 0.69015 -3.71253  0.189
H7 -3.00034 -0.07558 -2.78509  0.185
H8 -0.26405 -1.92326 -2.14848  0.494
H9 2.10268 -3.57488 -0.08689  0.201
H10 2.59545 -2.03589 0.72606  0.181
H11 1.18419 -2.97677 1.31975  0.180
H12 1.34635 -0.49155 1.66355  0.225
O1 0.36908 1.95400 2.15593  -0.490
O2 -2.00330 1.47950 -1.78669  -0.496
O3 -0.78605 -1.13207 -2.26279  -0.693
O4 0.90295 -2.05581 -0.53511  -0.518

The SMILES is COc1cc(OC)c(O)c(OC)c1. The HOMO-LUMO gap comes out at 8.43 eV.

=====

Name the most stable of them. 1).